Entry 1:
{
  "formula": "C27H52FNO9",
  "method": "ωB97M-V/def2-TZVPD",
  "species": ["C", "C", "C", "C", "C", "C", "N", "O", "C", "C", "C", "H", "H", "H", "H", "H", "H", "H", "H", "H", "H", "H", "H", "H", "H", "H", "H", "H", "H", "H", "C", "C", "O", "C", "H", "H", "H", "H", "H", "H", "C", "C", "O", "C", "H", "H", "H", "H", "H", "H", "C", "C", "O", "C", "H", "H", "H", "H", "H", "H", "C", "C", "O", "C", "H", "H", "H", "H", "H", "H", "C", "C", "O", "C", "H", "H", "H", "H", "H", "H", "C", "C", "O", "C", "O", "O", "F", "H", "H", "H"],
  "positions_angstrom": [[2.5963, 3.3265, 0.9006], [1.8620, 2.7460, 2.1254], [1.9427, 3.8686, 3.1648], [0.9551, 3.6464, 4.2961], [-0.4508, 3.6599, 3.7103], [-0.7026, 2.5365, 2.6862], [0.4652, 2.5083, 1.7837], [0.3506, 1.5556, 0.7552], [-0.8604, 1.1824, 3.4006], [-1.9174, 2.9276, 1.8517], [2.5710, 1.4937, 2.5925], [2.0373, 4.1829, 0.5156], [2.8177, 2.6250, 0.0928], [3.5698, 3.7357, 1.1885], [2.9508, 3.8138, 3.5876], [1.8015, 4.8617, 2.7355], [1.0683, 4.3025, 5.1579], [1.1337, 2.6256, 4.6577], [-0.6067, 4.6096, 3.1867], [-1.1952, 3.6036, 4.5075], [-0.3312, 0.4316, 2.8075], [-0.5321, 1.0805, 4.4358], [-1.9040, 0.8485, 3.4119], [-2.2366, 1.9941, 1.3693], [-2.7515, 3.3876, 2.3729], [-1.6073, 3.5609, 1.0191], [2.3544, 1.1012, 3.5900], [3.6628, 1.6049, 2.5875], [2.4071, 0.6748, 1.8886], [0.1559, 2.1031, -0.0183], [1.9420, 5.3072, -2.4389], [0.8971, 4.2229, -2.2148], [-0.1121, 4.3664, -1.5831], [1.2389, 2.8692, -2.8243], [1.6932, 6.2609, -1.9801], [1.9284, 5.5433, -3.5069], [2.8715, 4.8414, -2.1186], [2.1253, 2.4334, -2.3573], [1.4685, 2.9199, -3.8899], [0.3903, 2.2071, -2.6738], [-2.1445, -2.3404, 3.2179], [-2.8801, -1.6802, 2.0587], [-3.5947, -0.7396, 2.3326], [-2.7313, -2.1634, 0.6342], [-2.5006, -1.8766, 4.1257], [-1.0783, -2.1791, 3.0023], [-2.1798, -3.4331, 3.2045], [-2.0968, -1.3922, 0.1904], [-3.6780, -2.3329, 0.1362], [-2.1216, -3.0699, 0.6200], [4.6527, -3.6576, 1.4201], [4.4178, -4.7000, 0.3504], [5.3508, -5.2726, -0.1594], [2.9999, -5.2245, 0.1155], [3.7570, -3.0457, 1.5390], [5.4705, -2.9987, 1.1361], [4.8992, -4.1823, 2.3421], [2.2848, -4.5141, -0.3000], [2.6396, -5.7134, 1.0165], [3.1889, -5.9151, -0.7097], [-3.3347, -4.5458, -1.8846], [-2.3293, -5.0052, -2.9258], [-1.1813, -4.6372, -2.8834], [-2.8093, -5.8949, -4.0463], [-3.4259, -3.4626, -1.9912], [-3.0207, -4.7288, -0.8616], [-4.2980, -5.0001, -2.1100], [-3.3322, -6.8184, -3.8170], [-1.9923, -6.1388, -4.7269], [-3.4290, -5.2260, -4.6586], [-3.1472, 0.4280, -3.9674], [-2.8300, 1.6661, -3.1410], [-2.9837, 2.7708, -3.5925], [-2.4719, 1.4626, -1.6967], [-4.0362, -0.0560, -3.5651], [-2.3926, -0.3432, -4.1638], [-3.2655, 0.7450, -5.0101], [-2.0703, 0.4732, -1.4889], [-3.3559, 1.5981, -1.0631], [-1.8503, 2.3008, -1.3730], [0.1183, -2.0742, -1.5279], [0.7741, -1.4875, -2.7708], [2.0879, -1.3165, -2.3036], [1.9616, -0.9557, -0.9935], [2.8000, -0.3138, -0.4374], [0.7416, -1.2421, -0.5319], [0.2668, -0.2182, -2.9331], [0.3741, -3.1183, -1.3536], [-0.9621, -1.9798, -1.5175], [0.6894, -2.0208, -3.7104]],
  "molar_mass_g_mol": 553.71,
  "homo_ev": -7.70,
  "largest_force_ev_per_a": 2.2,
  "lumo_ev": 0.1,
  "e_above_lowest_kcal_mol": 0.0,
  "smiles": "CC1(C)CCCC(C)(C)N1O.O=C1OC[C@@H](F)O1.CC(C)=O.CC(C)=O.CC(C)=O.CC(C)=O.CC(C)=O",
  "homo_lumo_gap_ha": 0.2877
}


Entry 2:
{
  "formula": "C27H52IN2O11",
  "method": "ωB97M-V/def2-TZVPD",
  "species": ["C", "C", "O", "N", "C", "C", "C", "C", "C", "I", "C", "C", "C", "C", "N", "O", "C", "C", "C", "C", "H", "H", "H", "H", "H", "H", "H", "H", "H", "H", "H", "H", "H", "H", "H", "H", "H", "H", "H", "H", "H", "H", "H", "H", "H", "H", "H", "H", "C", "C", "O", "C", "O", "O", "C", "H", "H", "H", "H", "H", "H", "H", "H", "C", "C", "O", "C", "O", "O", "C", "H", "H", "H", "H", "H", "H", "H", "H", "C", "C", "O", "C", "O", "O", "C", "H", "H", "H", "H", "H", "H", "H", "H"],
  "positions_angstrom": [[-6.4704, -5.9631, -3.0215], [-6.0477, -4.4340, -2.4859], [-5.6103, -4.3781, -1.2296], [-6.2791, -3.3215, -3.4522], [-7.5044, -2.5993, -2.9903], [-5.0722, -2.4304, -3.7150], [-5.6671, -1.3210, -4.7846], [-4.6657, -0.6484, -5.8509], [-4.6616, -1.6032, -7.2281], [-2.7033, 0.0010, -5.2025], [-4.5887, -1.5560, -2.3944], [-3.2429, -2.0765, -1.6448], [-1.9328, -1.0435, -1.8016], [-3.5409, -1.9971, 0.0035], [-2.7537, -3.4347, -1.9195], [-2.5973, -4.2610, -0.9030], [-2.8042, -3.9802, -3.2754], [-1.2957, -3.7535, -3.9666], [-2.9571, -5.6460, -3.2255], [-3.9168, -3.4200, -4.3250], [-6.0801, -6.7585, -2.2570], [-7.6306, -6.0618, -3.1797], [-5.8582, -6.1506, -4.0271], [-8.3054, -2.6229, -3.8599], [-7.9735, -3.2322, -2.0935], [-7.3602, -1.5169, -2.5801], [-6.5782, -1.7426, -5.4345], [-6.1433, -0.4457, -4.1274], [-5.2129, 0.3461, -6.2325], [-4.8447, -2.7334, -6.9508], [-5.4194, -1.1990, -8.0274], [-3.5387, -1.5416, -7.6284], [-4.3949, -0.4164, -2.6953], [-5.4325, -1.4803, -1.5523], [-2.4001, 0.0536, -1.7818], [-1.2497, -1.0956, -0.8269], [-1.3087, -1.2408, -2.7694], [-4.3753, -2.7320, 0.3554], [-2.5482, -2.1239, 0.6334], [-3.9640, -0.8971, 0.1702], [-1.1592, -2.6735, -4.4062], [-0.4297, -4.1087, -3.2629], [-1.2836, -4.4868, -4.9045], [-3.7484, -6.0120, -2.4474], [-3.1661, -6.1142, -4.2780], [-1.9039, -6.0440, -2.8280], [-3.3153, -2.9866, -5.2401], [-4.4771, -4.3767, -4.7707], [2.5500, 2.2190, 0.9822], [1.5347, 2.7508, 1.9792], [0.3891, 1.8931, 2.0624], [0.5701, 0.7318, 2.7393], [1.6069, 0.3650, 3.2749], [-0.5886, 0.0295, 2.6935], [-0.4984, -1.2672, 3.2766], [2.0824, 2.0596, 0.0055], [3.3831, 2.9179, 0.8687], [2.9563, 1.2538, 1.2990], [1.1736, 3.7280, 1.6383], [1.9776, 2.9003, 2.9713], [-0.1268, -1.2155, 4.3068], [0.1466, -1.9062, 2.6658], [-1.5008, -1.7033, 3.2951], [6.2619, 8.0630, -0.7177], [5.0680, 8.1615, 0.2164], [4.7454, 6.8854, 0.7842], [5.5788, 6.4466, 1.7602], [6.5603, 7.0382, 2.1881], [5.1561, 5.2221, 2.1597], [6.0156, 4.5989, 3.1097], [6.0876, 7.3025, -1.4852], [6.4523, 9.0234, -1.2044], [7.1685, 7.7679, -0.1809], [4.1899, 8.4842, -0.3548], [5.2288, 8.9056, 1.0060], [6.1823, 5.2450, 3.9798], [6.9667, 4.3371, 2.6362], [5.5345, 3.6790, 3.4529], [8.5605, 1.6480, 8.7591], [7.2015, 2.3170, 8.8728], [6.6404, 2.5777, 7.5797], [6.1473, 1.4985, 6.9225], [6.1399, 0.3467, 7.3343], [5.6915, 1.9101, 5.7139], [5.2457, 0.8480, 4.8755], [9.2307, 2.2435, 8.1314], [9.0139, 1.5233, 9.7463], [8.4846, 0.6612, 8.2925], [7.3187, 3.2880, 9.3679], [6.5067, 1.7272, 9.4830], [4.4878, 0.2355, 5.3780], [6.0972, 0.2329, 4.5690], [4.7947, 1.2860, 3.9810]],
  "molar_mass_g_mol": 707.62,
  "homo_ev": [-7.73, -9.25],
  "multiplicity": 2,
  "largest_force_ev_per_a": 7.8,
  "s2": 0.755,
  "lumo_ev": [0.3, 0.3],
  "homo_lumo_gap_ha": [0.2951, 0.3503]
}


Question: Number 1 is which compound?
Answer: C27H52FNO9